No. 1
Entry from OMol25: a structure of composition C32H42IrN4O3PS4 (wB97M-V/def2-TZVPD).

Structure (XYZ):
```
87
Properties=species:S:1:pos:R:3:forces:R:3
Ir 0.132 0.235 0.856 0.127 0.523 0.453
O -0.838 1.671 7.407 -0.001 0.013 -0.004
C -0.708 1.469 6.243 0.009 -0.040 0.003
S -1.590 0.189 5.360 0.005 0.012 0.005
C -0.914 0.528 3.797 0.011 0.019 -0.015
C 0.021 1.563 3.718 -0.043 0.019 -0.027
S 0.723 2.085 2.272 -0.137 -0.267 -0.053
S 0.413 2.383 5.197 -0.008 0.027 -0.007
S -1.471 -0.358 2.466 0.030 0.082 -0.139
O 1.272 -0.901 2.053 0.028 -0.152 -0.310
C 2.469 -0.482 2.451 0.062 0.043 0.087
C 2.863 -0.831 3.753 -0.010 0.018 -0.067
C 4.098 -0.467 4.241 0.011 0.007 0.023
C 4.989 0.265 3.453 0.003 -0.010 0.008
C 4.621 0.604 2.171 0.010 0.012 -0.009
C 3.374 0.236 1.650 -0.015 -0.060 0.014
C 3.047 0.533 0.264 -0.016 0.104 0.083
N 1.838 0.641 -0.276 0.012 -0.172 -0.051
C 2.011 0.813 -1.633 0.070 0.143 0.013
C 3.334 0.857 -1.910 -0.029 -0.023 -0.013
N 3.971 0.686 -0.704 -0.004 -0.005 -0.006
H 2.160 -1.390 4.358 -0.001 -0.005 0.001
H 4.374 -0.740 5.251 -0.003 -0.003 -0.005
H 5.949 0.567 3.844 -0.003 0.002 -0.001
H 5.303 1.191 1.566 -0.015 0.016 -0.008
H 1.185 0.890 -2.308 -0.148 0.026 -0.052
H 3.867 0.974 -2.836 -0.002 0.018 0.004
H 4.963 0.601 -0.562 0.007 -0.018 -0.001
C -3.184 2.341 1.253 0.012 -0.039 -0.008
N -2.744 3.111 0.110 0.043 -0.020 -0.037
C -3.678 4.163 -0.291 0.006 0.015 0.004
C -2.949 5.330 -0.909 0.010 0.007 0.011
C -2.070 4.796 -2.014 0.010 0.014 0.017
N -1.198 3.746 -1.498 -0.022 0.017 0.006
C 0.087 3.615 -2.153 0.021 -0.054 -0.036
C -1.576 2.869 -0.528 0.116 -0.017 0.003
O -0.814 1.891 -0.285 -0.313 -0.052 -0.068
H -3.292 2.997 2.119 -0.014 0.002 -0.009
H -2.458 1.581 1.488 0.060 -0.076 0.009
H -4.147 1.867 1.050 0.004 -0.021 -0.003
H -4.217 4.473 0.604 0.006 -0.005 0.004
H -4.414 3.751 -0.989 -0.004 0.004 0.005
H -2.332 5.824 -0.156 -0.008 0.016 -0.002
H -3.658 6.058 -1.300 -0.008 -0.008 -0.006
H -1.433 5.583 -2.415 0.000 -0.008 -0.005
H -2.676 4.413 -2.843 -0.004 0.001 0.005
H 0.492 4.611 -2.330 -0.015 -0.007 -0.016
H 0.005 3.101 -3.116 0.020 -0.022 0.021
H 0.772 3.077 -1.512 0.074 -0.076 0.031
C 0.004 -3.537 1.440 -0.027 -0.050 0.033
C -0.929 -3.281 0.248 0.098 0.034 -0.020
C -0.766 -4.469 -0.715 0.010 0.005 -0.012
C -2.376 -3.278 0.751 -0.033 -0.027 0.016
P -0.431 -1.637 -0.573 -0.057 -0.123 -0.001
C 1.084 -2.129 -1.482 -0.077 0.004 -0.081
C 1.139 -2.392 -2.850 -0.004 0.009 0.003
C 2.327 -2.778 -3.455 0.024 0.006 0.025
C 3.480 -2.924 -2.700 -0.008 0.010 -0.029
C 3.434 -2.688 -1.334 -0.001 0.003 0.035
C 2.251 -2.289 -0.732 -0.003 -0.083 0.023
C -1.774 -1.192 -1.823 0.029 -0.089 0.047
C -1.277 -0.078 -2.755 0.015 0.004 0.034
C -2.292 -2.366 -2.667 -0.040 0.012 -0.025
C -2.966 -0.617 -1.044 -0.092 -0.004 -0.040
H -0.347 -4.442 1.943 0.009 -0.012 -0.023
H 0.014 -2.727 2.162 -0.029 0.019 0.004
H 1.027 -3.724 1.116 0.007 0.009 0.016
H -0.833 -5.382 -0.119 -0.029 0.000 0.000
H 0.202 -4.480 -1.213 0.009 -0.006 0.026
H -1.549 -4.516 -1.467 0.047 0.005 -0.001
H -2.540 -4.214 1.290 0.015 0.004 0.009
H -3.094 -3.253 -0.066 0.006 -0.051 0.044
H -2.600 -2.467 1.440 0.027 0.006 -0.008
H 0.260 -2.306 -3.469 0.022 0.019 -0.002
H 2.344 -2.973 -4.519 0.000 -0.001 0.000
H 4.405 -3.230 -3.171 -0.004 -0.010 0.002
H 4.321 -2.819 -0.726 0.003 0.010 -0.007
H 2.232 -2.106 0.333 -0.002 0.024 0.035
H -0.440 -0.377 -3.382 0.011 0.004 -0.007
H -1.005 0.805 -2.183 0.082 0.028 -0.001
H -2.104 0.199 -3.414 0.015 -0.018 -0.027
H -1.513 -2.964 -3.133 -0.013 0.011 -0.009
H -2.915 -1.956 -3.466 -0.013 0.005 0.013
H -2.920 -3.036 -2.085 0.010 0.007 -0.016
H -3.510 -1.374 -0.485 0.025 0.083 -0.019
H -3.662 -0.172 -1.761 -0.004 -0.019 0.004
H -2.652 0.161 -0.358 0.031 0.169 0.106
```
Forces are in eV/Å.

The net charge is +1. As for the multiplicity: 2. For the relative energy (zero: lowest compared OMol25 entry of this formula, charge and spin), the calculation gives 3.3 kcal/mol. The calculation puts the largest force on an atom at 0.70 eV Å⁻¹. The gap between HOMO and LUMO (spin up / spin down) comes out at 7.8 / 5.9 eV. As for the expectation value of S²: 0.760. For the electronic energy, the calculation gives -3727.7157 hartree.

Atomic partial charges in e from the Löwdin method, atoms 1 to 4: atom 1 (Ir): 0.909, atom 2 (O): 0.001, atom 3 (C): -0.967, atom 4 (S): 1.018

No. 2
Entry from OMol25: the ion C19H14F2N3 with charge +1 in a non-equilibrium geometry (wB97M-V/def2-TZVPD).

Structure (XYZ):
```
38
Properties=species:S:1:pos:R:3:forces:R:3
F -2.695 2.625 1.887 0.117 -1.322 0.009
C -2.670 1.261 2.049 0.462 0.567 -0.337
C -3.872 0.585 2.163 0.224 0.238 0.303
C -3.803 -0.782 2.401 0.665 -0.416 -0.301
C -2.561 -1.435 2.469 -0.732 0.388 -0.379
C -1.340 -0.742 2.365 -0.323 0.363 -0.030
C 0.027 -1.486 2.545 -0.253 2.088 -2.899
C 1.338 -0.657 2.578 0.228 0.288 0.632
C 2.481 -1.361 2.224 0.588 0.231 -0.465
C 3.736 -0.745 2.103 -0.269 -0.149 -0.145
C 3.821 0.645 2.086 0.122 -0.326 0.483
C 2.685 1.339 2.472 -0.483 0.681 -0.313
F 2.703 2.706 2.300 -0.131 -1.407 0.873
C 1.503 0.707 2.921 0.355 0.072 -0.587
N -0.083 -2.424 3.582 -1.602 -3.017 3.712
N -1.200 -2.408 4.322 1.775 -1.263 0.654
N -1.216 -3.533 5.017 0.123 0.995 -1.164
C -0.145 -4.337 4.723 -0.967 -0.483 0.737
C 0.099 -5.630 5.178 0.896 -0.356 -0.169
C 1.303 -6.194 4.760 -0.632 0.153 0.327
C 2.153 -5.482 3.893 -0.083 0.830 -0.271
C 1.834 -4.214 3.407 0.422 -0.603 0.255
C 0.633 -3.634 3.838 0.149 0.889 -0.747
C -1.413 0.624 2.082 -0.437 0.016 0.216
H -4.821 1.116 2.102 0.312 -0.087 0.045
H -4.717 -1.368 2.519 0.329 0.218 -0.116
H -2.620 -2.507 2.605 0.181 0.039 -0.081
H 0.105 -2.111 1.619 0.214 0.388 0.576
H 2.392 -2.414 1.986 0.072 0.695 -0.299
H 4.630 -1.356 1.971 -0.309 0.219 -0.250
H 4.762 1.157 1.852 -0.581 -0.129 0.078
H 0.766 1.285 3.477 0.053 -0.048 -0.565
H -2.062 -3.804 5.515 0.247 0.448 0.015
H -0.631 -6.123 5.815 0.348 -0.032 -0.013
H 1.623 -7.172 5.117 -0.255 0.197 -0.124
H 3.111 -5.906 3.595 -0.297 0.015 0.092
H 2.546 -3.690 2.791 -0.151 -0.494 0.204
H -0.511 1.194 1.898 -0.377 0.115 0.043
```
Forces are in eV/Å.

The net charge is +1. For the relative energy (zero: lowest compared OMol25 entry of this formula, charge and spin), the calculation gives 15.7 kcal/mol. The calculation puts the largest force on an atom at 5.04 eV Å⁻¹. The gap between HOMO and LUMO comes out at 7.5 eV. Its SMILES is Fc1cccc(C(c2cccc(F)c2)[n+]2n[nH]c3ccccc32)c1. For the electronic energy, the calculation gives -1096.1095 hartree.

Atomic partial charges in e from the Löwdin method, atoms 1 to 4: atom 1 (F): 0.053, atom 2 (C): -0.219, atom 3 (C): 0.003, atom 4 (C): -0.052

No. 3
Entry from OMol25: the molecule C33H34N2O in a non-equilibrium geometry (wB97M-V/def2-TZVPD).

Structure (XYZ):
```
70
Properties=species:S:1:pos:R:3:forces:R:3
C 3.064 2.360 3.059 0.118 0.303 0.297
N 2.378 1.472 2.165 1.245 -0.643 -0.930
C 3.086 0.772 1.229 -0.122 0.155 -0.233
O 4.282 0.838 0.968 -0.873 0.099 0.463
C 2.100 -0.139 0.521 -0.685 0.133 -0.511
C 2.449 -1.614 0.713 0.425 -0.158 0.166
C 2.568 -1.982 2.168 -0.010 -0.553 0.210
C 3.736 -1.684 2.876 0.018 0.085 0.175
C 3.839 -1.978 4.235 -0.092 -0.009 0.028
C 2.785 -2.605 4.908 -0.013 0.027 -0.298
C 1.639 -2.954 4.186 0.032 -0.014 0.050
C 1.536 -2.660 2.823 0.153 0.210 0.247
N 0.812 0.265 1.077 0.125 0.030 0.436
C -0.373 -0.289 0.654 -0.419 0.487 0.423
C -1.603 -0.022 1.173 1.150 0.010 -0.902
C -2.815 -0.734 0.693 -2.328 -2.317 -0.824
C -4.111 -0.468 1.429 0.710 -0.786 1.205
C -5.138 -1.405 1.236 -0.734 0.147 0.488
C -6.298 -1.370 2.019 0.581 0.339 0.050
C -6.389 -0.417 3.061 0.229 -0.556 0.188
C -5.333 0.481 3.292 -0.376 -0.440 -0.330
C -4.216 0.491 2.441 -0.574 -0.207 0.046
C -3.381 -0.553 -0.950 3.167 0.792 0.357
C -3.048 -1.889 -1.593 -1.189 -0.555 -1.154
C -4.146 -2.417 -2.256 1.098 0.321 1.270
C -5.217 -1.417 -2.230 -0.249 1.190 -0.152
C -6.438 -1.386 -2.943 0.621 0.121 0.264
C -7.042 -0.136 -3.167 0.562 0.533 0.089
C -6.380 1.050 -2.752 0.155 -0.104 0.266
C -5.200 1.016 -1.955 -0.550 -0.423 0.237
C -4.696 -0.232 -1.576 -0.951 -0.549 -0.747
C 0.956 1.175 2.223 0.007 0.041 0.197
C 0.608 0.592 3.633 -0.036 -0.246 -0.576
C 0.202 1.797 4.484 0.010 -0.153 0.698
C -0.102 2.966 3.538 -0.368 0.805 -0.080
C 0.153 2.500 2.104 0.074 -0.343 -0.478
H 4.087 2.490 2.687 -0.285 -0.060 0.066
H 2.559 3.327 3.074 0.136 0.055 0.079
H 3.109 1.963 4.081 -0.019 0.033 -0.168
H 2.100 0.080 -0.555 0.219 0.034 0.132
H 1.711 -2.260 0.222 0.133 0.219 0.002
H 3.423 -1.763 0.230 -0.213 -0.059 -0.050
H 4.569 -1.210 2.351 -0.270 -0.120 0.222
H 4.753 -1.714 4.770 -0.228 -0.111 -0.120
H 2.872 -2.841 5.974 -0.088 0.110 -0.460
H 0.815 -3.459 4.691 0.201 0.090 -0.132
H 0.644 -2.949 2.260 0.189 0.108 0.214
H -0.245 -0.962 -0.202 -0.123 0.113 0.346
H -1.626 0.712 1.978 -0.499 -0.520 -0.263
H -2.594 -1.889 0.692 -0.601 2.197 0.349
H -5.015 -2.197 0.490 -0.006 0.337 0.239
H -7.071 -2.141 1.858 0.368 0.613 0.191
H -7.231 -0.497 3.768 0.457 0.292 -0.452
H -5.332 1.111 4.185 -0.182 -0.005 -0.432
H -3.431 1.229 2.609 -0.184 -0.338 0.011
H -2.692 0.342 -0.983 -0.396 -1.014 -1.459
H -2.092 -2.398 -1.453 -0.364 0.124 0.007
H -4.270 -3.411 -2.734 0.385 0.810 0.464
H -6.859 -2.312 -3.378 0.333 0.687 0.244
H -7.969 -0.066 -3.764 0.625 -0.024 0.453
H -6.771 2.035 -3.054 0.105 -0.647 0.189
H -4.655 1.933 -1.641 -0.701 -0.643 -0.282
H -0.217 -0.131 3.520 0.342 0.232 0.106
H 1.487 0.063 4.039 -0.424 0.065 -0.205
H -0.677 1.560 5.103 0.331 0.069 -0.125
H 1.016 2.070 5.174 -0.337 -0.115 -0.190
H -1.144 3.302 3.653 0.333 -0.041 -0.027
H 0.530 3.838 3.765 -0.256 -0.266 0.037
H 0.727 3.214 1.493 -0.209 -0.215 0.242
H -0.780 2.298 1.565 0.312 0.213 0.136
```
Forces are in eV/Å.

The calculation puts the largest force on an atom at 3.39 eV Å⁻¹. The gap between HOMO and LUMO comes out at 8.2 eV. Its SMILES is CN1C(=O)[C@@H](Cc2ccccc2)N(/C=C/[C@@H](c2ccccc2)[C@H]2C=Cc3ccccc32)C12CCCC2. For the electronic energy, the calculation gives -1462.5773 hartree.

Atomic partial charges in e from the Löwdin method, atoms 1 to 4: atom 1 (C): -0.002, atom 2 (N): -0.012, atom 3 (C): -0.405, atom 4 (O): 0.061

The highest electronic energy belongs to which entry? C19H14F2N3

Look up the largest force on an atom of the second one. 5.04 eV Å⁻¹